Density functional theory data (ωB97M-V/def2-TZVPD) for a single CH2O2S molecule in a non-equilibrium geometry.

Computed properties:
SMILES ... OC(O)=S
Highest occupied orbital energy ... -8.94 eV
ΔE to the lowest compared entry with this formula, charge and spin ... 26.4 kcal per mole

Structure (ORCA input):
```
! RIJCOSX wB97M-V def2-TZVPD def2/J DEFGRID3
* xyz 0 1
O 0.770 1.239 0.540
C 0.014 0.299 0.040
O -1.351 0.609 -0.129
S 0.363 -1.251 -0.282
H 0.221 2.052 0.500
H -1.472 1.372 0.485
*
```